C23H39Cl4FO5 | ωB97M-V/def2-TZVPD

The geometry in ORCA input format:
```
! RIJCOSX wB97M-V def2-TZVPD def2/J DEFGRID3
* xyz 0 1
F 2.455 0.654 6.214
C 1.832 0.053 5.116
C 1.899 0.588 3.812
C 1.394 -0.145 2.757
C 0.689 -1.339 3.001
C 0.556 -1.825 4.291
C 1.129 -1.195 5.366
H 2.294 1.559 3.553
H 1.481 0.326 1.789
H 0.209 -1.868 2.191
H 0.070 -2.779 4.430
H 0.907 -1.418 6.399
C 2.623 2.867 0.059
Cl 3.961 3.417 1.190
Cl 3.183 1.895 -1.413
H 1.887 2.272 0.599
H 2.054 3.762 -0.189
C -0.330 0.806 0.143
Cl -2.057 1.275 -0.156
Cl 0.649 1.728 -1.008
H -0.031 0.927 1.185
H -0.412 -0.241 -0.147
C 1.415 0.016 -2.433
C 2.469 -0.975 -2.750
O 2.185 -2.167 -2.746
C 3.884 -0.480 -3.087
H 1.516 0.202 -1.364
H 0.446 -0.352 -2.770
H 1.458 1.022 -2.850
H 4.270 0.173 -2.305
H 3.897 0.017 -4.057
H 4.533 -1.355 -3.132
C -1.266 0.745 4.482
C -1.290 0.940 2.964
O -0.307 0.747 2.275
C -2.660 1.256 2.407
H -0.915 1.640 4.996
H -0.461 0.085 4.805
H -2.242 0.458 4.875
H -3.457 0.656 2.847
H -2.674 1.024 1.342
H -2.898 2.289 2.660
C -2.369 1.641 -2.421
C -3.296 2.005 -3.578
O -2.864 2.672 -4.489
C -4.686 1.369 -3.531
H -2.731 1.911 -1.429
H -1.544 2.342 -2.295
H -2.051 0.603 -2.322
H -4.917 1.300 -2.468
H -4.513 0.404 -4.008
H -5.367 1.955 -4.148
C -1.662 -1.638 -1.180
C -1.609 -1.402 -2.694
O -0.537 -1.182 -3.184
C -2.815 -1.759 -3.532
H -0.670 -1.553 -0.736
H -2.022 -2.649 -0.988
H -2.288 -0.884 -0.703
H -3.545 -2.419 -3.062
H -2.596 -2.067 -4.554
H -3.445 -0.877 -3.648
C 3.320 -1.810 -0.140
C 2.120 -1.111 0.299
O 2.109 0.000 0.856
C 0.849 -1.856 -0.049
H 3.807 -2.353 0.670
H 4.146 -1.139 -0.376
H 3.147 -2.436 -1.015
H 0.742 -1.904 -1.133
H -0.086 -1.502 0.384
H 1.028 -2.917 0.130
*
```

Computed properties:
**Orbital gap**: 8.31 eV
**HOMO**: -8.163 eV